Entry 1:
{"formula": "C31H59Cl23N5O2", "method": "the ωB97M-V functional and the def2-TZVPD basis", "total_charge": 1, "e_lumo_ev": -2.59, "gap_ev": 8.57, "e_tot_ha": -12224.86449, "homo_ev": -11.161, "e_above_lowest_kj_mol": 0.0, "species": ["C", "C", "N", "C", "N", "C", "Cl", "N", "O", "C", "C", "N", "C", "C", "C", "O", "N", "H", "H", "H", "H", "H", "H", "H", "H", "H", "H", "H", "H", "H", "H", "H", "Cl", "C", "C", "Cl", "H", "H", "H", "H", "Cl", "C", "C", "Cl", "H", "H", "H", "H", "Cl", "C", "C", "Cl", "H", "H", "H", "H", "Cl", "C", "C", "Cl", "H", "H", "H", "H", "Cl", "C", "C", "Cl", "H", "H", "H", "H", "Cl", "C", "C", "Cl", "H", "H", "H", "H", "Cl", "C", "C", "Cl", "H", "H", "H", "H", "Cl", "C", "C", "Cl", "H", "H", "H", "H", "Cl", "C", "C", "Cl", "H", "H", "H", "H", "Cl", "C", "C", "Cl", "H", "H", "H", "H", "Cl", "C", "C", "Cl", "H", "H", "H", "H"], "xyz": [[-1.33324, 2.97213, 0.40244], [-0.58297, 2.04022, 0.33748], [0.49709, 1.20435, 0.10793], [0.85585, 0.94489, -1.15181], [1.91762, 0.17619, -1.55523], [1.86453, 0.24253, -2.90286], [3.00264, -0.54089, -3.93917], [0.82254, 0.96804, -3.31165], [0.35175, 1.27105, -4.53377], [1.28768, 2.07422, -5.33750], [0.38076, 3.00644, -6.20963], [0.86577, 3.01235, -7.59095], [2.21878, 3.56700, -7.69084], [2.44951, 4.39613, -8.98934], [3.77680, 5.21794, -8.78782], [1.39581, 5.32174, -9.21277], [0.18486, 1.43426, -2.21834], [-1.86859, 3.91450, 0.34226], [1.01771, 0.82564, 0.89259], [2.00543, 2.65439, -4.72755], [1.80155, 1.37766, -6.02476], [-0.65064, 2.55367, -6.22365], [0.33420, 4.02030, -5.74557], [0.19329, 3.53755, -8.14674], [2.49888, 4.20578, -6.81603], [2.96779, 2.73924, -7.72264], [2.54724, 3.64896, -9.81231], [4.28673, 5.30774, -9.76609], [4.43833, 4.67380, -8.08585], [3.51885, 6.21128, -8.37707], [1.57869, 5.88548, -9.97478], [-0.65525, 2.01321, -2.33295], [-2.36918, 4.08778, -9.23116], [-3.86007, 3.85604, -8.27948], [-3.62870, 4.05034, -6.80344], [-2.62215, 2.74378, -6.11198], [-4.24737, 2.86246, -8.49153], [-4.58205, 4.58893, -8.63984], [-4.58137, 4.03113, -6.27453], [-3.14113, 5.00031, -6.59156], [-4.54063, -0.56286, -1.52450], [-4.22480, -0.03071, -3.19590], [-2.93565, 0.74073, -3.31376], [-3.02460, 2.33677, -2.50851], [-5.07585, 0.56146, -3.52903], [-4.17159, -0.92980, -3.81270], [-2.71602, 0.93113, -4.36470], [-2.09975, 0.19029, -2.88347], [-0.73101, 0.86245, 5.62418], [-2.15215, 1.91278, 5.39656], [-2.84495, 1.64801, 4.08208], [-1.85716, 2.16583, 2.68141], [-1.82430, 2.94794, 5.47631], [-2.83529, 1.70788, 6.22033], [-3.77718, 2.20867, 4.03611], [-3.07700, 0.59185, 3.95710], [2.48710, 1.24191, 8.08564], [3.86610, 0.42909, 7.29951], [3.74448, 0.42835, 5.79665], [2.41667, -0.62312, 5.22879], [3.93238, -0.58334, 7.69516], [4.76432, 0.97113, 7.59459], [4.66546, 0.04148, 5.35254], [3.56986, 1.43108, 5.40847], [-5.84215, 1.26370, 5.76387], [-5.86615, 0.38940, 7.31980], [-4.90268, -0.77358, 7.33633], [-5.41650, -2.08671, 6.25082], [-6.88798, 0.06567, 7.50764], [-5.58881, 1.10809, 8.09070], [-4.85105, -1.19535, 8.33935], [-3.89883, -0.46825, 7.04358], [-8.40939, -1.48699, -5.57091], [-7.65478, -3.10096, -5.58252], [-6.36165, -3.12676, -4.80479], [-5.07788, -2.18441, -5.61254], [-7.50426, -3.39653, -6.61933], [-8.36867, -3.78932, -5.13122], [-5.99841, -4.15067, -4.72244], [-6.49004, -2.72901, -3.79917], [5.39809, -3.82056, 6.43978], [5.56734, -3.29019, 4.74796], [6.80106, -2.44207, 4.53694], [6.66631, -0.85049, 5.33599], [4.66042, -2.75382, 4.46945], [5.63036, -4.19064, 4.14088], [6.94051, -2.25110, 3.47271], [7.69480, -2.93180, 4.91271], [-6.20621, 1.59975, -7.90379], [-6.27234, -0.15615, -7.58569], [-5.80962, -0.96768, -8.77122], [-6.94778, -0.87052, -10.13674], [-7.29179, -0.40838, -7.30047], [-5.62293, -0.34741, -6.73171], [-5.73914, -2.01878, -8.49113], [-4.83201, -0.64147, -9.12282], [8.01875, -5.49195, 4.08068], [7.98060, -6.36927, 5.63532], [8.93272, -7.54068, 5.64989], [8.40743, -8.84599, 4.55771], [6.95515, -6.68311, 5.81976], [8.26158, -5.65456, 6.40860], [8.97739, -7.96515, 6.65256], [9.93875, -7.24252, 5.36006], [-6.11074, -6.76703, 10.21717], [-5.94810, -6.22654, 8.52812], [-4.72298, -5.36914, 8.31945], [-4.86523, -3.78702, 9.12418], [-6.85811, -5.69571, 8.25409], [-5.87724, -7.12394, 7.91366], [-4.58756, -5.17066, 7.25568], [-3.82434, -5.85696, 8.69236], [7.68976, 0.68085, 7.75994], [9.09121, 1.53688, 7.07001], [10.36551, 1.24534, 7.82577], [10.35683, 1.95832, 9.45741], [8.86598, 2.60178, 7.06193], [9.18950, 1.20049, 6.03694], [11.21447, 1.67737, 7.29610], [10.53443, 0.17464, 7.92615]], "lowdin_charge": [-0.05, -0.25, 0.14, -0.29, 0.17, -0.65, 0.81, -0.12, -0.03, -0.12, -0.25, -0.05, -0.21, -0.41, -0.05, -0.06, 0.21, 0.07, 0.18, 0.14, 0.12, -0.02, 0.13, 0.06, 0.12, 0.13, 0.15, 0.08, 0.08, 0.09, 0.10, 0.11, 0.58, -0.68, -0.59, 0.68, -0.02, 0.08, 0.07, 0.08, 0.56, -0.68, -0.66, 0.60, 0.08, -0.01, 0.00, 0.06, 0.53, -0.66, -0.63, 0.71, 0.07, 0.04, 0.04, 0.07, 0.54, -0.67, -0.68, 0.52, 0.07, 0.04, -0.05, 0.07, 0.57, -0.64, -0.67, 0.53, 0.07, 0.08, 0.03, 0.06, 0.63, -0.61, -0.58, 0.67, 0.08, 0.08, 0.08, 0.07, 0.56, -0.67, -0.64, 0.60, 0.05, 0.03, 0.08, 0.03, 0.61, -0.72, -0.67, 0.56, -0.02, -0.03, 0.05, 0.07, 0.60, -0.65, -0.66, 0.54, 0.07, 0.07, 0.08, 0.07, 0.54, -0.67, -0.65, 0.56, 0.07, 0.07, 0.06, 0.07, 0.53, -0.65, -0.67, 0.54, 0.07, 0.06, 0.07, 0.07]}

***

Entry 2:
{"formula": "C31H59F7O24P", "method": "the ωB97M-V functional and the def2-TZVPD basis", "e_lumo_ev": [-0.81, -7.96], "spin_multiplicity": 2, "gap_ev": [9.00, 1.85], "e_tot_ha": -4062.75306, "homo_ev": [-9.812, -9.812], "s2": 0.757, "species": ["P", "F", "F", "F", "F", "F", "F", "C", "C", "O", "C", "O", "O", "C", "H", "H", "H", "H", "H", "H", "H", "H", "C", "C", "O", "C", "O", "O", "C", "H", "H", "H", "H", "H", "H", "H", "H", "C", "C", "O", "C", "O", "O", "C", "H", "H", "H", "H", "H", "H", "H", "H", "C", "C", "O", "C", "O", "O", "C", "H", "H", "H", "H", "H", "H", "H", "H", "C", "C", "O", "C", "O", "O", "C", "H", "H", "H", "H", "H", "H", "H", "H", "C", "C", "O", "C", "O", "O", "C", "H", "H", "H", "H", "H", "H", "H", "H", "C", "C", "O", "C", "O", "O", "C", "H", "H", "H", "H", "H", "H", "H", "H", "C", "C", "O", "C", "O", "O", "F", "H", "H", "H"], "xyz": [[1.47027, 0.30638, -0.66864], [0.43237, 0.28593, 0.61733], [0.29466, 0.66938, -1.74368], [1.61679, 1.95745, -0.39946], [2.61206, 0.51701, -1.83107], [2.70446, -0.06041, 0.41317], [1.40134, -1.24850, -1.02166], [5.83697, -2.00099, -0.74917], [4.83353, -2.96983, -0.16042], [5.01457, -4.19521, -0.79887], [4.29918, -5.26977, -0.59319], [3.48123, -5.42552, 0.32140], [4.64784, -6.24976, -1.41636], [4.11004, -7.54531, -1.25940], [6.83898, -2.33732, -0.48278], [5.67986, -0.99289, -0.36555], [5.72674, -1.91844, -1.83043], [3.81263, -2.63424, -0.34275], [4.97272, -2.94232, 0.92031], [3.61700, -7.75815, -2.20793], [3.38953, -7.74351, -0.46588], [4.95162, -8.22265, -1.11428], [7.50700, 4.87994, 3.34232], [6.09829, 5.25188, 3.20189], [5.80558, 4.74327, 1.89648], [5.68574, 5.49245, 0.80697], [5.90849, 6.74948, 0.65355], [5.10627, 4.74648, -0.22120], [4.53181, 3.37896, 0.00334], [8.11476, 5.48264, 2.66742], [7.53910, 3.80635, 3.15668], [7.96389, 5.06144, 4.31515], [5.98369, 6.33538, 3.23364], [5.35878, 4.80683, 3.86758], [3.49460, 3.56175, 0.28421], [5.01764, 2.72491, 0.72742], [4.51319, 2.72072, -0.86526], [-3.15737, -6.62747, 2.04778], [-1.64626, -6.51113, 2.32686], [-1.23741, -5.19258, 2.10364], [0.06610, -4.93700, 1.97191], [0.98653, -5.74273, 2.07238], [0.15706, -3.61926, 1.70578], [1.38352, -3.11661, 1.35646], [-3.53718, -7.59897, 2.36407], [-3.39597, -6.51364, 0.99032], [-3.77160, -5.85167, 2.50489], [-1.11844, -7.12351, 1.59577], [-1.40292, -6.80547, 3.34777], [1.77879, -3.63727, 0.48423], [2.14856, -3.22923, 2.12467], [1.42070, -2.05963, 1.09283], [-1.67881, -1.45694, -4.60223], [-0.33960, -2.17334, -5.05948], [0.16001, -3.19363, -4.22856], [0.03007, -4.53511, -4.44511], [-0.39404, -5.10388, -5.46324], [0.45168, -5.26852, -3.38265], [0.83490, -4.66622, -2.12168], [-1.81626, -1.40751, -3.52206], [-2.54916, -1.94698, -5.03864], [-1.69534, -0.44186, -4.99901], [0.43536, -1.45114, -5.31631], [-0.69453, -2.63087, -5.98294], [1.89804, -4.87378, -2.00025], [0.26141, -5.17258, -1.34527], [0.71143, -3.58379, -2.08689], [-1.87265, -1.52480, -0.69454], [-2.79595, -1.90585, 0.43023], [-4.04590, -1.45232, -0.06865], [-5.08807, -2.04751, 0.22240], [-5.31984, -3.23472, 0.35194], [-6.11318, -1.16898, 0.03646], [-7.45332, -1.63588, 0.24945], [-2.04710, -0.52692, -1.09691], [-1.79381, -2.29294, -1.46386], [-0.86961, -1.63194, -0.28159], [-2.54335, -1.46044, 1.39247], [-2.69797, -2.98797, 0.51691], [-8.20066, -0.84822, 0.15360], [-7.48228, -2.00229, 1.27561], [-7.87172, -2.45776, -0.33153], [-4.75691, 6.87201, -1.23678], [-4.63798, 6.41499, -2.71527], [-3.31142, 6.04297, -3.00194], [-2.80997, 4.85334, -2.56639], [-3.34329, 4.09779, -1.77795], [-1.61014, 4.61216, -3.07174], [-0.99396, 3.39214, -2.89851], [-4.49473, 7.90718, -1.01817], [-4.15874, 6.26115, -0.56065], [-5.81072, 6.68793, -1.02771], [-5.03472, 7.24400, -3.30131], [-5.28026, 5.56242, -2.93594], [-1.69049, 2.75778, -3.44672], [-0.80559, 2.99487, -1.90112], [-0.01704, 3.38852, -3.38193], [-1.57984, 2.86729, 1.22896], [-2.64538, 1.97414, 1.73552], [-3.78538, 1.91856, 0.86408], [-4.77974, 2.88827, 1.15076], [-4.53728, 3.93176, 1.74157], [-5.93311, 2.60302, 0.50751], [-7.09265, 3.43734, 0.72701], [-0.60038, 2.40877, 1.09289], [-1.48819, 3.74560, 1.86792], [-1.96275, 3.29010, 0.30014], [-2.79447, 2.10673, 2.80710], [-2.28583, 0.94787, 1.66061], [-7.87975, 3.26561, -0.00721], [-6.82765, 4.48126, 0.55937], [-7.38649, 3.40939, 1.77628], [2.76947, 1.95579, 3.35725], [1.29122, 2.35114, 3.59224], [1.36460, 3.73093, 3.43471], [2.54416, 4.17073, 3.73865], [2.80636, 5.35852, 3.86646], [3.45750, 3.13046, 3.60537], [0.90986, 2.02067, 4.81917], [3.02149, 1.47752, 2.41076], [3.06157, 1.20835, 4.09489], [0.64177, 1.91756, 2.83177]], "lowdin_charge": [0.28, -0.18, -0.16, -0.20, -0.18, -0.22, -0.16, -0.03, -0.21, 0.13, -0.48, 0.32, 0.08, -0.01, 0.09, 0.09, 0.09, 0.12, 0.14, 0.11, 0.11, 0.11, -0.07, -0.21, -0.02, -0.47, 0.05, -0.03, -0.01, 0.09, 0.09, 0.08, 0.13, 0.11, 0.08, 0.08, 0.08, -0.04, -0.21, 0.05, -0.51, 0.16, 0.06, -0.06, 0.08, 0.08, 0.08, 0.13, 0.13, 0.08, 0.11, 0.08, -0.03, -0.18, -0.01, -0.50, 0.10, 0.00, -0.02, 0.04, 0.07, 0.07, 0.12, 0.11, 0.07, 0.10, 0.08, -0.06, -0.17, 0.09, -0.65, 0.11, 0.00, -0.06, 0.10, 0.07, 0.04, 0.13, 0.12, 0.09, 0.09, 0.09, -0.05, -0.21, 0.02, -0.55, 0.12, 0.01, -0.06, 0.07, 0.07, 0.07, 0.12, 0.12, 0.10, 0.08, 0.10, -0.06, -0.24, 0.00, -0.49, 0.11, -0.01, -0.03, 0.05, 0.09, 0.07, 0.13, 0.10, 0.09, 0.08, 0.10, -0.08, -0.31, 0.17, -0.51, 0.15, 0.05, 0.11, 0.12, 0.13, 0.15]}